Density functional theory data (the ωB97M-V functional and the def2-TZVPD basis) for C3H6ClFN2 in the gas phase.

Structure (ORCA input):
```
! RIJCOSX wB97M-V def2-TZVPD def2/J DEFGRID3
* xyz 0 1
H -1.078 -2.399 0.088
N -0.879 -1.674 -0.654
C 0.117 -1.024 0.004
N 1.068 -1.063 1.025
C 0.264 0.451 -0.457
C -0.850 1.389 -0.328
F -0.617 2.303 -1.369
Cl -1.304 2.205 1.179
H 1.466 -2.047 1.547
H 1.734 -0.034 1.164
H 0.540 0.153 -1.440
H 1.211 1.010 -0.051
H -1.671 0.731 -0.709
*
```

Summary:
Lowest unoccupied orbital energy = 0.32 eV
SMILES string = [H]/N=C(\N)C[C@H](F)Cl
Gap between HOMO and LUMO = 9.77 eV

=====

Density functional theory data (the ωB97M-V functional and the def2-TZVPD basis) for C3H6ClFN2O in the gas phase.

Structure (ORCA input):
```
! RIJCOSX wB97M-V def2-TZVPD def2/J DEFGRID3
* xyz 0 1
N -0.800 -1.713 0.218
N -0.795 -0.346 -0.090
C -1.210 0.046 -1.321
O -1.184 1.226 -1.711
C 0.083 0.526 0.763
C 1.371 0.845 0.096
F 1.917 1.782 0.914
Cl 2.385 -0.598 0.000
H 0.128 -1.983 0.504
H -1.436 -1.847 0.985
H -1.502 -0.774 -1.977
H -0.493 1.443 0.759
H 0.334 0.118 1.754
H 1.203 1.275 -0.893
*
```

Summary:
Lowest unoccupied orbital energy = 0.72 eV
SMILES string = NN(C=O)C[C@@H](F)Cl
Gap between HOMO and LUMO = 10.58 eV

=====

Density functional theory data (the ωB97M-V functional and the def2-TZVPD basis) for 2 unconnected molecules or ions with the total composition C3H6ClN2.

Structure (ORCA input):
```
! RIJCOSX wB97M-V def2-TZVPD def2/J DEFGRID3
* xyz 1 1
C 0.722 -0.486 0.126
C 2.020 -0.844 0.030
C 2.756 0.259 0.051
N -0.366 -0.179 -0.047
N -2.837 0.301 0.025
Cl 4.451 0.361 0.000
H 2.443 -1.879 -0.204
H 2.150 1.106 0.232
H -1.667 0.332 -0.062
H -3.434 -0.417 0.420
H -3.122 0.216 -0.946
H -3.118 1.230 0.374
*
```

Summary:
Lowest unoccupied orbital energy = -3.71 eV
Gap between HOMO and LUMO = 10.26 eV

=====

Density functional theory data (the ωB97M-V functional and the def2-TZVPD basis) for 3 unconnected molecules or ions with the total composition C3H6ClN2.

Structure (ORCA input):
```
! RIJCOSX wB97M-V def2-TZVPD def2/J DEFGRID3
* xyz 1 1
C 1.119 1.603 1.856
C 0.017 -0.632 3.729
C -1.063 -0.450 4.255
N 0.638 0.985 1.049
N -1.120 -0.366 -0.647
Cl -2.668 -0.729 4.707
H 1.897 2.345 2.191
H 0.979 -0.367 3.385
H -0.413 0.216 -0.032
H -1.656 0.277 -1.180
H -1.649 -1.119 -0.115
H -0.535 -0.988 -1.177
*
```

Summary:
Lowest unoccupied orbital energy = -3.66 eV
Gap between HOMO and LUMO = 9.49 eV

=====

Density functional theory data (the ωB97M-V functional and the def2-TZVPD basis) for a gas-phase ion, C3H6ClN2O (charge +1).

Structure (ORCA input):
```
! RIJCOSX wB97M-V def2-TZVPD def2/J DEFGRID3
* xyz 1 1
C -0.531 0.091 -0.428
C 0.330 0.547 0.741
C 1.539 -0.290 0.938
N -0.353 -1.114 -0.874
N -1.442 0.934 -0.927
O 0.515 -1.961 -0.399
Cl 1.881 -1.028 2.351
H 0.649 1.576 0.539
H -0.287 0.545 1.643
H 2.309 -0.282 0.168
H -0.900 -1.486 -1.652
H -1.557 1.851 -0.532
H -2.152 0.617 -1.567
*
```

Summary:
Lowest unoccupied orbital energy = -6.07 eV
Gap between HOMO and LUMO = 6.82 eV

=====

Density functional theory data (the ωB97M-V functional and the def2-TZVPD basis) for a gas-phase ion, C3H6ClN4 (charge +1).

Structure (ORCA input):
```
! RIJCOSX wB97M-V def2-TZVPD def2/J DEFGRID3
* xyz 1 1
C -0.294 1.678 -0.001
C 0.537 -0.715 0.030
C 0.449 0.588 -0.697
N -1.268 1.540 0.678
N -0.410 -0.922 0.882
N 1.647 -1.359 0.009
N -1.568 -0.393 0.849
Cl -2.690 -0.322 -0.630
H 0.276 2.588 -0.238
H -0.126 0.442 -1.629
H 1.417 0.921 -0.969
H 2.423 -0.993 -0.475
H 1.797 -2.233 0.610
H -2.191 -0.821 1.581
*
```

Summary:
Lowest unoccupied orbital energy (spin up / spin down) = -5.49 / -5.49 eV
Gap between HOMO and LUMO (spin up / spin down) = 8.24 / 8.25 eV

=====

Density functional theory data (the ωB97M-V functional and the def2-TZVPD basis) for 2 unconnected molecules or ions with the total composition C3H6ClNO.

Structure (ORCA input):
```
! RIJCOSX wB97M-V def2-TZVPD def2/J DEFGRID3
* xyz 0 1
C -0.309 0.385 0.238
C -1.299 -1.527 -0.639
C 2.244 1.117 0.131
N -1.083 1.211 0.753
O -0.133 -0.738 -0.327
Cl 2.388 2.585 1.052
H -0.882 -2.244 -1.395
H -2.045 -0.906 -1.153
H -1.580 -2.046 0.396
H 2.372 0.956 -0.918
H 2.349 0.181 0.710
H -2.020 1.026 1.151
*
```

Summary:
Lowest unoccupied orbital energy (spin up / spin down) = 0.57 / 0.63 eV
Gap between HOMO and LUMO (spin up / spin down) = 8.38 / 8.12 eV

=====

Density functional theory data (the ωB97M-V functional and the def2-TZVPD basis) for 3 unconnected molecules or ions with the total composition C3H6ClNO2.

Structure (ORCA input):
```
! RIJCOSX wB97M-V def2-TZVPD def2/J DEFGRID3
* xyz 0 1
O 2.468 -0.920 1.270
C 2.099 -0.857 0.178
O 1.852 -0.997 -0.944
C -0.685 -1.994 0.406
N -1.569 -1.250 -0.079
H -0.826 -3.040 -0.016
H -0.012 -1.570 1.056
H -1.385 -0.357 0.294
C -0.451 2.261 -0.524
Cl 0.551 1.951 0.851
H -0.965 1.281 -0.915
H 0.189 2.600 -1.396
H -1.266 2.894 -0.183
*
```

Summary:
Lowest unoccupied orbital energy = 0.63 eV
SMILES string = O=C=O.C=N.CCl
Gap between HOMO and LUMO = 11.13 eV

=====

Density functional theory data (the ωB97M-V functional and the def2-TZVPD basis) for C3H6ClNS in the gas phase.

Structure (ORCA input):
```
! RIJCOSX wB97M-V def2-TZVPD def2/J DEFGRID3
* xyz 0 1
S -0.832 -1.182 2.111
N -1.597 -1.027 0.551
C -0.908 -0.519 -0.375
C 0.565 -0.524 -0.462
C 1.079 0.286 -1.657
Cl 1.124 2.008 -1.152
H -1.812 -1.928 2.680
H -1.372 -0.212 -1.282
H 0.958 -1.567 -0.362
H 0.866 0.005 0.454
H 2.049 0.010 -2.145
H 0.282 0.191 -2.430
*
```

Summary:
Lowest unoccupied orbital energy = 0.80 eV
SMILES string = S/N=C\CCCl
Gap between HOMO and LUMO = 9.72 eV

=====

Density functional theory data (the ωB97M-V functional and the def2-TZVPD basis) for 2 unconnected molecules or ions with the total composition C3H6ClOP.

Structure (ORCA input):
```
! RIJCOSX wB97M-V def2-TZVPD def2/J DEFGRID3
* xyz 0 1
O 0.673 2.781 -1.227
P -0.604 2.166 -1.389
Cl -1.803 2.714 0.279
C -0.902 -1.390 -0.344
C 0.374 -1.087 -0.198
C 0.981 -0.378 0.982
H -1.434 -1.967 -1.299
H -1.596 -1.053 0.339
H 0.962 -1.472 -1.028
H 0.283 -0.421 1.843
H 1.072 0.726 0.708
H 1.995 -0.618 1.333
*
```

Summary:
Lowest unoccupied orbital energy = -0.92 eV
SMILES string = O=PCl.C=CC
Gap between HOMO and LUMO = 9.06 eV

=====

The F_max results, record by record, are as follows: 5.71 2.38 4.57 4.49 2.44 4.68 4.06 4.45 1.96 3.79 eV Å⁻¹.